# 1
The following is a DFT calculation (wB97M-V/def2-TZVPD) of 9 unconnected molecules or ions with the total composition C18H54O18 at a distorted geometry.

The geometry in ORCA input format:
```
! RIJCOSX wB97M-V def2-TZVPD def2/J DEFGRID3
* xyz 0 1
O 30.549 36.132 26.069
C 30.941 36.754 24.929
C 30.035 36.273 23.892
O 30.348 36.758 22.610
H 30.502 36.682 26.752
H 30.870 37.859 25.199
H 32.012 36.718 24.671
H 29.060 36.542 24.070
H 30.104 35.218 24.057
H 31.230 36.343 22.387
O 31.430 43.239 24.430
C 31.289 43.994 25.585
C 30.692 43.205 26.796
O 30.831 43.898 27.976
H 31.501 43.764 23.666
H 32.059 44.633 26.031
H 30.609 44.848 25.147
H 31.229 42.193 26.741
H 29.554 42.893 26.637
H 30.870 43.182 28.642
O 37.433 38.553 24.636
C 36.126 38.194 24.675
C 35.287 39.281 25.282
O 34.008 38.914 25.526
H 37.592 38.818 25.550
H 35.936 37.809 23.768
H 35.917 37.423 25.267
H 35.236 40.279 24.617
H 35.744 39.711 26.084
H 33.347 39.543 25.175
O 29.567 41.210 19.473
C 28.170 41.389 19.775
C 27.167 40.359 19.150
O 25.856 40.685 19.561
H 29.894 40.653 20.161
H 28.133 41.071 20.931
H 27.974 42.444 19.711
H 27.677 39.401 19.287
H 27.406 40.499 18.251
H 25.268 40.529 18.850
O 25.768 40.109 22.106
C 25.379 38.764 22.254
C 26.638 38.074 22.027
O 26.418 36.630 22.269
H 25.787 40.396 21.202
H 24.696 38.669 23.166
H 24.718 38.424 21.387
H 27.431 38.553 22.612
H 27.056 37.989 21.056
H 25.790 36.557 23.015
O 32.108 40.459 24.172
C 31.934 39.945 22.913
C 30.469 40.074 22.447
O 30.323 39.437 21.259
H 31.936 41.446 24.054
H 32.567 40.457 22.407
H 32.499 39.061 22.765
H 30.339 41.179 22.248
H 29.986 39.492 23.288
H 30.469 38.467 21.493
O 29.645 40.536 28.791
C 30.389 39.250 28.983
C 31.399 39.219 27.802
O 31.944 37.978 27.760
H 29.916 40.870 29.616
H 30.926 39.329 29.968
H 29.710 38.313 28.839
H 32.073 40.214 28.031
H 31.188 39.554 26.684
H 32.824 38.194 27.187
O 27.804 39.754 26.903
C 27.561 40.511 25.740
C 26.020 40.909 25.617
O 25.892 41.756 24.508
H 28.338 40.214 27.503
H 28.136 41.305 25.590
H 27.908 39.781 24.977
H 25.776 41.615 26.497
H 25.504 40.017 25.683
H 25.608 41.171 23.840
O 33.034 36.462 21.698
C 34.252 35.883 21.741
C 34.959 36.445 20.398
O 36.354 36.312 20.503
H 32.515 35.915 20.903
H 34.697 36.305 22.570
H 34.448 34.893 21.773
H 34.739 37.375 20.349
H 34.672 35.732 19.473
H 36.683 35.527 20.265
*
```

energy relative to the best compared isomer or geometry (same formula, charge and spin)	10.571	eV
SMILES string	OCCO.OCCO.OCCO.OCCO.OCCO.OCCO.OCCO.OCCO.OCCO
frontier orbital gap	9.25	eV
HOMO energy	-0.329	hartree

=====

# 2
The following is a DFT calculation (wB97M-V/def2-TZVPD) of 2 unconnected molecules or ions with the total composition C31H32BF3O2S at a distorted geometry.

The geometry in ORCA input format:
```
! RIJCOSX wB97M-V def2-TZVPD def2/J DEFGRID3
* xyz 0 1
C 7.414 1.672 -0.780
C 6.309 1.090 0.088
C 6.719 1.078 1.550
O 5.222 2.048 -0.073
B 4.142 1.279 -0.367
C 2.739 1.271 0.740
C 2.532 2.668 1.271
C 1.230 3.191 1.330
C 0.985 4.513 1.691
C 2.061 5.372 1.954
C 3.366 4.871 1.909
C 3.591 3.518 1.640
C 1.732 0.966 -0.356
C 0.637 0.101 -0.245
C -0.359 0.110 -1.233
C -0.218 0.896 -2.384
C 0.935 1.680 -2.546
C 1.900 1.708 -1.543
O 4.380 0.018 -0.887
C 5.704 -0.310 -0.401
C 6.435 -0.962 -1.556
C 5.528 -1.384 0.676
H 8.349 1.106 -0.671
H 7.109 1.674 -1.835
H 7.575 2.712 -0.458
H 7.559 0.383 1.696
H 7.026 2.083 1.874
H 5.885 0.749 2.188
H 2.874 0.503 1.507
H 0.388 2.546 1.058
H -0.045 4.876 1.730
H 1.879 6.431 2.162
H 4.228 5.533 2.044
H 4.601 3.121 1.654
H 0.586 -0.583 0.610
H -1.244 -0.514 -1.098
H -0.985 0.900 -3.163
H 1.101 2.265 -3.454
H 2.775 2.368 -1.652
H 7.463 -1.228 -1.269
H 5.907 -1.888 -1.825
H 6.456 -0.297 -2.428
H 6.500 -1.723 1.061
H 4.907 -1.063 1.524
H 5.029 -2.260 0.234
C 3.387 -3.202 4.330
C 2.845 -1.846 4.059
C 3.465 -0.637 4.355
C 2.628 0.490 4.122
C 1.361 0.153 3.649
C 0.207 1.022 3.583
C 0.204 2.297 4.198
C -0.949 3.067 4.178
C -2.070 2.616 3.492
C -3.243 3.548 3.367
F -4.345 2.955 2.825
F -3.605 4.067 4.583
F -2.956 4.623 2.554
C -2.091 1.374 2.875
C -0.953 0.585 2.914
S 1.241 -1.591 3.470
H 4.186 -3.140 5.082
H 2.580 -3.841 4.712
H 3.785 -3.692 3.428
H 4.460 -0.579 4.794
H 2.943 1.515 4.307
H 1.100 2.683 4.686
H -0.982 4.029 4.677
H -2.987 1.024 2.369
H -0.972 -0.393 2.422
*
```

energy relative to the best compared isomer or geometry (same formula, charge and spin)	0.033	eV
SMILES string	CC1(C)OB(C(c2ccccc2)c2ccccc2)OC1(C)C.Cc1ccc(-c2ccc(C(F)(F)F)cc2)s1
frontier orbital gap	8.03	eV
HOMO energy	-0.295	hartree

=====

# 3
The following is a DFT calculation (wB97M-V/def2-TZVPD) of a molecular structure, C24H45CrN7O2SSb.

The geometry in ORCA input format:
```
! RIJCOSX wB97M-V def2-TZVPD def2/J DEFGRID3
* xyz 1 5
Cr 0.114 0.616 -0.266
C 1.731 -0.727 0.810
C 2.154 -0.616 -0.559
C 1.994 -1.878 -1.160
C 1.476 -2.760 -0.200
C 1.322 -2.064 1.010
H 2.023 -0.053 1.603
H 2.767 0.180 -0.965
H 2.252 -2.126 -2.180
H 1.267 -3.810 -0.355
H 1.010 -2.484 1.955
N -1.560 -1.892 0.089
N -1.501 -2.470 -1.188
C -0.953 -1.772 -2.202
N -0.798 -2.372 -3.375
N -0.613 -0.504 -1.906
N -0.125 0.320 -2.865
O 0.250 1.407 -2.379
O -0.051 0.053 -4.053
H -0.701 -2.122 0.604
H -2.384 -2.243 0.562
H -1.394 -3.476 -1.247
H -1.162 -3.298 -3.521
H -0.425 -1.845 -4.152
C 1.920 4.833 -3.470
C 2.567 4.062 -2.371
C 3.875 3.655 -2.349
C 4.314 2.900 -1.251
N 3.503 2.551 -0.253
C 2.236 2.926 -0.290
S 1.086 2.516 0.926
N 1.798 3.701 -1.324
C 5.726 2.436 -1.139
H 2.666 5.364 -4.055
H 1.200 5.550 -3.077
H 1.388 4.144 -4.130
H 4.543 3.917 -3.154
H 0.821 3.973 -1.298
H 6.316 2.696 -2.014
H 5.738 1.357 -0.990
H 6.176 2.882 -0.251
C -1.859 4.828 0.303
C -2.698 4.015 -0.685
C -2.066 4.098 -2.076
C -4.080 4.667 -0.743
Sb -2.592 1.874 -0.108
C -4.239 0.984 -1.288
C -3.673 0.695 -2.681
C -4.686 -0.336 -0.665
C -5.467 1.878 -1.442
C -3.176 1.816 2.009
C -1.919 2.204 2.792
C -3.528 0.380 2.396
C -4.327 2.743 2.374
H -1.698 5.827 -0.117
H -0.891 4.385 0.529
H -2.381 4.971 1.250
H -1.935 5.149 -2.356
H -2.700 3.643 -2.839
H -1.094 3.598 -2.133
H -3.938 5.748 -0.836
H -4.673 4.498 0.154
H -4.664 4.352 -1.603
H -2.966 -0.134 -2.661
H -3.179 1.558 -3.132
H -4.492 0.406 -3.347
H -3.846 -0.976 -0.394
H -5.298 -0.876 -1.394
H -5.304 -0.180 0.217
H -5.284 2.703 -2.128
H -5.828 2.284 -0.498
H -6.276 1.281 -1.875
H -1.090 1.519 2.592
H -2.134 2.142 3.863
H -1.581 3.216 2.581
H -2.787 -0.337 2.032
H -4.510 0.078 2.039
H -3.542 0.305 3.487
H -4.065 3.792 2.247
H -4.581 2.601 3.429
H -5.227 2.536 1.793
*
```

energy relative to the best compared isomer or geometry (same formula, charge and spin)	0.000	eV
frontier orbital gap (alpha / beta)	6.37 / 6.79	eV
HOMO energy (alpha / beta)	-0.351 / -0.366	hartree

=====

# 4
The following is a DFT calculation (wB97M-V/def2-TZVPD) of 2 unconnected molecules or ions with the total composition C5H10S2 at a distorted geometry.

The geometry in ORCA input format:
```
! RIJCOSX wB97M-V def2-TZVPD def2/J DEFGRID3
* xyz 0 1
C -0.994 0.544 2.061
C -1.359 0.006 0.939
C 0.040 1.260 -1.538
C 1.583 -0.109 -0.027
C 0.298 0.001 -0.778
S 0.025 -2.960 -0.299
S -0.224 -1.456 -1.661
H -1.667 0.670 2.906
H 0.011 0.894 2.231
H -2.277 -0.368 0.540
H 0.868 1.459 -2.228
H -0.876 1.182 -2.124
H -0.043 2.104 -0.856
H 1.783 0.820 0.502
H 2.407 -0.295 -0.720
H 1.558 -0.932 0.687
H -1.132 -2.818 0.365
*
```

energy relative to the best compared isomer or geometry (same formula, charge and spin)	2.859	eV
frontier orbital gap (alpha / beta)	8.35 / 8.35	eV
HOMO energy (alpha / beta)	-0.289 / -0.289	hartree

=====

# 5
The following is a DFT calculation (wB97M-V/def2-TZVPD) of 5 unconnected molecules or ions with the total composition CH11O5.

The geometry in ORCA input format:
```
! RIJCOSX wB97M-V def2-TZVPD def2/J DEFGRID3
* xyz -1 1
C 1.932 -0.593 -0.084
O 0.997 0.431 -0.057
H 1.740 -1.358 0.684
H 1.940 -1.125 -1.053
H 2.950 -0.192 0.072
H -3.769 -3.700 1.467
H -3.408 -2.664 2.520
O -4.110 -2.919 1.911
H 1.165 1.755 0.576
H 1.868 2.942 1.471
O 1.159 2.758 0.855
H -1.768 0.161 -1.335
H -0.773 0.262 -0.176
O -1.735 0.115 -0.374
H 0.699 0.651 -1.953
H 0.578 2.099 -1.938
O 0.535 1.379 -2.587
*
```

energy relative to the best compared isomer or geometry (same formula, charge and spin)	0.718	eV
frontier orbital gap	7.67	eV
HOMO energy	-0.160	hartree

=====

# 6
The following is a DFT calculation (wB97M-V/def2-TZVPD) of a molecular structure, C35H42BN7O2Sn.

The geometry in ORCA input format:
```
! RIJCOSX wB97M-V def2-TZVPD def2/J DEFGRID3
* xyz -2 1
Sn 1.310 0.495 0.848
C 6.054 -1.340 2.094
C 6.260 -1.743 0.631
C 6.161 -3.257 0.474
C 5.272 -1.022 -0.242
C 5.217 0.356 -0.533
C 4.078 0.495 -1.291
N 3.514 -0.723 -1.422
N 4.252 -1.661 -0.798
B 2.264 -1.128 -2.229
N 1.461 0.154 -2.558
C 1.178 0.541 -3.807
C 0.477 1.719 -3.750
C 0.368 2.013 -2.382
N 0.967 1.055 -1.660
C -0.278 3.276 -1.875
C -1.352 3.074 -0.812
C 0.788 4.289 -1.442
N 1.438 -2.180 -1.476
C 1.141 -3.406 -1.938
C 0.505 -4.101 -0.936
C 0.463 -3.201 0.146
N 1.022 -2.046 -0.199
C -0.097 -3.498 1.510
C -1.618 -3.328 1.560
C 0.575 -2.683 2.613
H 6.789 -1.824 2.744
H 6.135 -0.259 2.222
H 5.053 -1.633 2.420
H 7.268 -1.428 0.334
H 5.161 -3.598 0.745
H 6.333 -3.559 -0.560
H 6.892 -3.755 1.117
H 5.878 1.139 -0.200
H 3.616 1.373 -1.712
H 2.563 -1.632 -3.290
H 1.493 -0.066 -4.639
H 0.079 2.299 -4.566
H -0.773 3.688 -2.763
H -0.921 2.751 0.132
H -1.877 4.019 -0.645
H -2.083 2.322 -1.113
H 1.376 3.906 -0.610
H 1.465 4.517 -2.270
H 0.315 5.221 -1.120
H 1.421 -3.691 -2.938
H 0.126 -5.110 -0.965
H 0.126 -4.558 1.686
H -1.885 -2.277 1.448
H -2.107 -3.886 0.759
H -2.003 -3.684 2.520
H 0.257 -1.641 2.550
H 0.275 -3.059 3.595
H 1.663 -2.724 2.535
N -0.931 3.249 3.159
C 0.232 4.122 3.056
C 1.330 3.698 2.063
O 2.339 4.396 1.989
O 1.072 2.656 1.366
H -0.716 2.357 2.719
H -1.702 3.620 2.617
H 0.727 4.235 4.027
H -0.065 5.130 2.754
C -0.781 0.269 1.081
C -1.959 0.198 0.737
C -3.292 0.103 0.307
C -4.228 1.092 0.788
C -3.932 1.852 1.947
C -4.770 2.848 2.408
C -5.961 3.154 1.750
C -6.269 2.432 0.603
C -5.433 1.433 0.130
C -3.597 -0.952 -0.643
C -4.889 -1.490 -0.834
C -5.125 -2.532 -1.716
C -4.093 -3.102 -2.453
C -2.806 -2.599 -2.271
C -2.563 -1.557 -1.397
H -3.016 1.633 2.482
H -4.489 3.394 3.303
H -6.618 3.935 2.114
H -7.175 2.661 0.049
H -5.691 0.935 -0.795
H -5.713 -1.111 -0.245
H -6.136 -2.917 -1.815
H -4.282 -3.918 -3.140
H -1.971 -3.028 -2.814
H -1.550 -1.194 -1.268
*
```

energy relative to the best compared isomer or geometry (same formula, charge and spin)	0.000	eV
frontier orbital gap	4.95	eV
HOMO energy	-0.016	hartree